# C14H18CoF5N5O13P2

A structure of composition C14H18CoF5N5O13P2 (ωB97M-V/def2-TZVPD, the Open Molecules 2025 dataset).

Geometry as XYZ:
```
58
Properties=species:S:1:pos:R:3:mulliken_spin:R:1
Co -0.44 0.16 0.17 0.96
O 2.29 0.54 2.24 0.00
P 2.24 -0.85 1.40 0.00
O 3.60 -1.42 1.29 0.00
O 1.43 -0.59 0.14 0.00
O 1.35 -1.81 2.36 0.00
P -0.12 -1.45 2.94 0.00
O 0.21 -1.19 4.51 0.00
O -1.00 -2.63 2.83 0.00
O -0.54 -0.14 2.33 0.02
H 1.50 1.05 2.00 0.00
H 0.78 -0.40 4.56 0.00
C -2.11 -4.65 -1.58 0.00
N -2.49 -3.41 -0.92 0.00
C -3.04 -3.61 0.41 0.00
C -1.63 -2.32 -1.08 -0.01
N -1.19 -1.64 -0.09 0.00
N -1.28 -2.04 -2.39 0.00
C -2.35 -1.92 -3.36 0.00
C -0.19 -1.09 -2.60 0.04
H -1.36 -5.21 -0.99 0.00
H -1.69 -4.44 -2.56 0.00
H -2.99 -5.28 -1.70 0.00
H -3.85 -4.34 0.34 0.00
H -3.45 -2.67 0.78 0.00
H -2.29 -3.96 1.13 0.00
H -1.36 -2.06 0.83 0.00
H -3.14 -2.63 -3.13 0.00
H -1.96 -2.14 -4.36 0.00
H -2.76 -0.91 -3.36 0.00
H -0.52 -0.05 -2.51 0.00
H 0.19 -1.25 -3.61 0.00
H 0.61 -1.26 -1.88 -0.01
F -3.20 0.16 0.69 0.00
C -2.26 0.85 -0.07 -0.04
F -2.72 0.66 -1.39 0.00
C -2.60 2.31 0.20 0.03
F -2.31 2.67 1.45 0.00
F -3.93 2.59 0.03 0.00
F -1.95 3.15 -0.63 0.00
O 0.76 2.03 -1.73 0.01
C 0.85 2.44 -0.58 0.00
O 0.38 1.93 0.48 0.01
C 1.62 3.74 -0.35 0.00
C 2.21 4.37 -1.44 0.00
C 2.90 5.56 -1.23 0.00
C 3.01 6.15 0.01 0.00
C 2.40 5.50 1.06 0.00
C 1.71 4.31 0.91 0.00
N 2.49 6.12 2.39 0.00
O 3.14 7.14 2.50 0.00
O 1.92 5.57 3.31 0.00
N 3.53 6.23 -2.38 0.00
O 3.42 5.72 -3.48 0.00
O 4.13 7.27 -2.17 0.00
H 2.13 3.92 -2.41 0.00
H 3.55 7.08 0.15 0.00
H 1.24 3.82 1.75 0.00
```

Summary:
molecular weight = 680.19 g mol⁻¹
total charge = -2
multiplicity = 2
electronic energy = -4361.32736 Ha
HOMO energy (alpha / beta) = -3.002 / -3.157 eV
orbital gap (alpha / beta) = 6.2129 / 6.3678 eV
maximum force = 0.2 eV/A